Computed, not measured: a cluster of 6 separate species, C18H24O18 in total, with ωB97M-V with the def2-TZVPD basis set.

Last column: Mulliken charge in e.
Atoms and positions in Å:
1 O 4.8898 -1.3671 -4.3934  -0.5082
2 C 3.9834 -1.6363 -3.6793  0.5660
3 O 4.0343 -1.5321 -2.3189  -0.3683
4 C 2.8866 -2.1664 -1.7652  -0.0622
5 C 1.9115 -2.2010 -2.9407  -0.0116
6 O 2.7728 -2.0795 -4.0735  -0.3699
7 H 3.0517 -3.1902 -1.4220  0.2236
8 H 2.5511 -1.5384 -0.9452  0.1565
9 H 1.2053 -1.3720 -2.8677  0.1008
10 H 1.3353 -3.1172 -3.0265  0.2636
11 O -0.3730 -1.9840 -0.2855  -0.4663
12 C -0.3199 -0.8123 -0.0592  0.4531
13 O -0.6125 -0.2457 1.1173  -0.1907
14 C -0.8552 1.1564 0.9379  -0.4362
15 C -0.2260 1.4237 -0.4273  0.1763
16 O -0.1390 0.1247 -1.0250  -0.3350
17 H -1.9369 1.2990 0.9625  0.2930
18 H -0.4187 1.7767 1.7151  0.2888
19 H 0.7807 1.8112 -0.2920  0.1956
20 H -0.8422 2.0818 -1.0321  0.0065
21 O -3.5309 -0.3835 5.8663  -0.5365
22 C -2.9100 -1.1689 5.2292  0.5899
23 O -3.2261 -2.4784 5.1157  -0.3653
24 C -2.1859 -3.1442 4.4016  -0.1107
25 C -1.4241 -1.9931 3.7250  0.0634
26 O -1.7952 -0.8714 4.5243  -0.3581
27 H -1.5670 -3.7108 5.1011  0.2352
28 H -2.5867 -3.8619 3.6897  0.1426
29 H -1.7014 -1.8627 2.6865  0.0446
30 H -0.3735 -2.2375 3.8675  0.3032
31 O -2.1088 5.3486 -6.9595  -0.5036
32 C -2.4837 4.9595 -5.9073  0.6661
33 O -3.7776 4.7687 -5.5726  -0.3352
34 C -3.8626 4.1733 -4.2714  -0.3378
35 C -2.4387 4.3611 -3.7147  0.0275
36 O -1.6740 4.6345 -4.8758  -0.3430
37 H -4.6249 4.7087 -3.7167  0.2829
38 H -4.0565 3.1128 -4.4144  0.2816
39 H -2.1092 3.4272 -3.2581  -0.0218
40 H -2.2730 5.1486 -2.9807  0.2758
41 O 1.6003 3.4174 1.2701  -0.4851
42 C 2.6376 3.7747 1.7333  0.6085
43 O 3.0131 5.0488 1.8972  -0.3404
44 C 4.3512 5.1012 2.4045  -0.2817
45 C 4.5837 3.6702 2.8903  -0.2607
46 O 3.5905 2.9263 2.1799  -0.3103
47 H 5.0758 5.4217 1.6555  0.2583
48 H 4.3481 5.8545 3.1894  0.2605
49 H 4.3817 3.5861 3.9595  0.2465
50 H 5.5729 3.2798 2.6769  0.2811
51 O -3.2724 -3.4833 0.8387  -0.5104
52 C -2.3786 -4.2361 0.6466  0.7165
53 O -1.2165 -4.2696 1.3435  -0.1815
54 C -0.2865 -5.1279 0.7014  -0.0790
55 C -1.1579 -5.9488 -0.2608  -0.3607
56 O -2.3687 -5.1883 -0.3101  -0.4115
57 H 0.4749 -4.5337 0.1977  -0.0104
58 H 0.1958 -5.7541 1.4502  0.3280
59 H -1.3453 -6.9580 0.0966  0.2691
60 H -0.7687 -5.9429 -1.2753  0.2871

Calculated values
Charge ... 0
Gap between HOMO and LUMO ... 10.9 eV
LUMO level ... 0.1051 eV
SMILES ... O=C1OCCO1.O=C1OCCO1.O=C1OCCO1.O=C1OCCO1.O=C1OCCO1.O=C1OCCO1

***

Computed, not measured: a structure of composition C18H25AlBrCl45PS, with ωB97M-V with the def2-TZVPD basis set.

Last column: Mulliken charge in e.
Atoms and positions in Å:
1 S 0.4729 8.0565 4.3335  -0.5534
2 P 0.8922 6.2732 5.1174  0.2332
3 Al 1.7302 4.9512 3.3677  0.2276
4 C 2.2178 3.0348 3.9293  -0.7561
5 C 3.2707 2.5093 2.8669  -0.6025
6 C 2.5887 2.4722 1.4560  -0.6627
7 Br 3.5236 3.6640 0.1615  -0.2298
8 H 1.8336 6.5180 6.1765  -0.0017
9 H -0.2825 5.7598 5.7500  -0.0755
10 H 3.0750 5.6083 2.8102  -0.2225
11 H 0.6243 4.8919 2.2014  -0.2414
12 H 1.3660 2.3325 3.8499  0.2347
13 H 2.6970 2.9724 4.9262  0.4264
14 H 3.7036 1.5339 3.1366  0.3080
15 H 4.0329 3.3047 2.7981  0.2911
16 H 2.5949 1.4626 1.0156  0.4541
17 H 1.5330 2.7773 1.5199  0.2993
18 C 1.2818 2.4842 -2.4996  0.0933
19 Cl 0.4454 3.9985 -2.1550  -0.0732
20 Cl 0.2013 1.3540 -3.3299  -0.0013
21 Cl 2.7337 2.7817 -3.4632  -0.0748
22 H 1.5854 2.0397 -1.5584  0.0026
23 C -0.1189 3.5348 -6.2922  0.9141
24 Cl -0.9445 5.0551 -5.9376  -0.1255
25 Cl -1.1999 2.4203 -7.1407  -0.1497
26 Cl 1.3437 3.8255 -7.2416  -0.1408
27 H 0.1708 3.0776 -5.3531  -0.5223
28 C -1.7351 -2.0936 -4.8759  -0.0114
29 Cl -0.1833 -2.4679 -4.1172  -0.1234
30 Cl -3.0720 -2.6562 -3.8691  0.0164
31 Cl -1.8645 -0.3596 -5.1875  -0.0723
32 H -1.7850 -2.6140 -5.8248  0.1799
33 C 4.2692 -0.4121 -5.4434  -0.1342
34 Cl 5.3256 -0.2273 -4.0405  -0.1230
35 Cl 4.9141 -1.6305 -6.5534  -0.0678
36 Cl 2.6333 -0.8425 -4.9416  0.0601
37 H 4.2274 0.5365 -5.9653  0.3019
38 C 2.8158 -4.8013 -7.2898  0.0365
39 Cl 1.3434 -3.9353 -6.8406  -0.0025
40 Cl 3.8181 -5.1062 -5.8680  -0.1219
41 Cl 2.4225 -6.3179 -8.1102  -0.1450
42 H 3.3786 -4.1794 -7.9759  0.2377
43 C -0.8949 -0.2123 5.9362  -0.1964
44 Cl -2.3907 -0.7496 5.1606  0.0354
45 Cl 0.5154 -0.8310 5.0629  -0.1243
46 Cl -0.8480 1.5465 6.0343  -0.1027
47 H -0.8714 -0.6100 6.9444  0.3831
48 C -2.5971 -6.6066 -5.2381  -0.0772
49 Cl -4.1534 -6.4369 -6.0589  -0.1036
50 Cl -1.4370 -5.4224 -5.8492  -0.0131
51 Cl -2.7950 -6.4410 -3.4911  -0.0929
52 H -2.2097 -7.5974 -5.4429  0.2940
53 C 5.0604 7.8583 5.3625  -0.0146
54 Cl 6.6658 8.4166 4.8557  -0.1662
55 Cl 3.8247 8.3472 4.2054  -0.0507
56 Cl 5.0589 6.1033 5.5834  -0.1148
57 H 4.8320 8.3175 6.3164  0.2969
58 C -3.7930 1.6669 8.9265  0.0172
59 Cl -4.1231 2.4324 7.3701  -0.0802
60 Cl -4.8467 0.2669 9.1678  -0.1361
61 Cl -2.0957 1.1943 9.0466  -0.1036
62 H -3.9995 2.3864 9.7092  0.3075
63 C -3.7685 7.1633 6.2604  -0.0930
64 Cl -4.0462 5.4943 6.7847  -0.0826
65 Cl -2.4706 7.9048 7.2007  -0.1020
66 Cl -3.4096 7.2372 4.5346  -0.0840
67 H -4.6784 7.7229 6.4383  0.3436
68 C -7.1168 -3.5403 -4.2392  -0.0159
69 Cl -6.2654 -4.2593 -2.8667  -0.1038
70 Cl -6.0829 -2.3759 -5.0697  -0.0843
71 Cl -7.6687 -4.7958 -5.3554  -0.1253
72 H -7.9861 -3.0157 -3.8626  0.3245
73 C 8.5007 -3.0242 -8.6550  0.0217
74 Cl 7.1337 -3.7874 -7.8358  -0.0723
75 Cl 8.1210 -1.3503 -9.0730  -0.1180
76 Cl 9.9514 -3.1026 -7.6500  -0.1224
77 H 8.6933 -3.5676 -9.5716  0.2938
78 C -2.2871 -4.6618 6.9296  -0.0097
79 Cl -3.7467 -4.4588 5.9532  -0.1176
80 Cl -1.0683 -3.4666 6.4811  -0.0572
81 Cl -2.6706 -4.5485 8.6518  -0.1335
82 H -1.8836 -5.6478 6.7360  0.3174
83 C -4.5721 -1.0773 1.4047  0.0611
84 Cl -6.0259 -0.8804 0.4166  -0.1400
85 Cl -3.3490 0.1145 0.9601  -0.0811
86 Cl -4.9650 -0.9552 3.1232  -0.1191
87 H -4.1678 -2.0647 1.2190  0.2673
88 C -2.2902 -9.9848 -1.1882  0.0836
89 Cl -2.5501 -11.6148 -0.5567  -0.1275
90 Cl -0.9073 -9.2223 -0.3977  -0.1180
91 Cl -2.0632 -10.0238 -2.9397  -0.1141
92 H -3.1720 -9.3933 -0.9744  0.2678

Calculated values
Charge ... -1
Gap between HOMO and LUMO ... 5.6 eV
LUMO level ... 1.1973 eV

***

Computed, not measured: a structure of composition C18H25BCl28IN3O4PS, with ωB97M-V with the def2-TZVPD basis set.

Last column: Mulliken charge in e.
Atoms and positions in Å:
1 C 3.1346 1.3663 1.7278  -1.2459
2 C 2.0333 0.2979 1.5410  0.5149
3 C 1.3175 0.4639 0.1940  -1.2684
4 N 0.9331 -0.7689 -0.5857  0.5253
5 C 1.9767 -1.8528 -0.6156  -0.3824
6 P 3.7061 -1.2050 -0.9634  0.7268
7 S 4.9610 -2.6444 -1.3308  -0.3249
8 C 1.6271 -2.8196 -1.7619  -1.3804
9 I 2.1678 -2.0688 -3.7450  0.1735
10 N 0.2330 -3.1913 -1.8588  -0.1806
11 C -0.6459 -2.7593 -0.7736  -2.1752
12 B -0.5492 -3.8524 0.3916  0.7281
13 O -1.4833 -4.8225 0.5285  -0.4960
14 O 0.4968 -3.8734 1.2764  -0.6378
15 C -0.4702 -1.2796 -0.3781  2.3996
16 C -1.3334 -0.5478 -1.5189  -1.9093
17 N -1.2861 0.8739 -1.6273  -0.2949
18 C -1.1685 -0.8875 0.9083  -1.4081
19 C -0.5530 -1.2900 2.2608  -1.5954
20 O -0.6688 -0.2365 3.2172  -0.3168
21 C -1.8939 -0.2050 3.8554  -0.0809
22 O -2.0231 -0.6813 4.9705  -0.5094
23 H 3.4141 1.8502 0.7989  0.3701
24 H 2.8881 2.0618 2.5144  0.4295
25 H 4.0207 0.8437 2.0713  -0.1387
26 H 1.3095 0.5156 2.3167  -0.1100
27 H 2.4139 -0.6910 1.7639  0.2509
28 H 1.9819 1.0278 -0.4557  0.9157
29 H 0.4760 1.1220 0.3310  0.3766
30 H 0.9600 -0.4609 -1.5640  0.7472
31 H 2.0654 -2.3375 0.3487  0.5737
32 H 3.6652 -0.1752 -1.9157  -0.1364
33 H 4.1298 -0.5989 0.2294  -0.2263
34 H 2.2389 -3.6970 -1.6185  0.6760
35 H -0.1597 -3.0319 -2.7698  0.5220
36 H -1.6554 -2.8394 -1.1579  1.0590
37 H -2.0008 -4.9409 -0.2810  0.2202
38 H 0.2033 -4.1979 2.1348  0.3278
39 H -0.9972 -1.0001 -2.4509  0.5640
40 H -2.3553 -0.8748 -1.3847  0.6686
41 H -1.7710 1.3939 -0.9175  0.1262
42 H -0.4128 1.2903 -1.8999  0.2100
43 H -2.1696 -1.3013 0.8569  0.7693
44 H -1.3232 0.1850 0.9271  0.2720
45 H 0.4622 -1.6491 2.2253  0.7971
46 H -1.1397 -2.1137 2.6629  0.5325
47 H -2.7391 0.2936 3.3704  0.5055
48 C 5.9334 -1.0468 3.6914  0.3492
49 Cl 6.3898 0.6600 3.6964  -0.1143
50 Cl 4.2897 -1.2164 4.3327  -0.1018
51 Cl 5.9743 -1.6631 2.0334  -0.0724
52 Cl 7.0546 -1.9633 4.6895  -0.0902
53 C 4.1399 2.7416 -4.0490  0.2577
54 Cl 4.2213 2.4785 -5.7864  -0.0811
55 Cl 2.7051 1.8991 -3.4053  -0.0940
56 Cl 5.5790 2.0741 -3.2740  -0.0933
57 Cl 4.0152 4.4596 -3.7074  -0.0513
58 C 1.3915 6.2662 -1.1140  0.2489
59 Cl -0.3202 6.6386 -0.9031  -0.0776
60 Cl 2.2223 6.3489 0.4428  -0.0878
61 Cl 1.5690 4.6374 -1.7866  0.0236
62 Cl 2.1154 7.4261 -2.2282  -0.0967
63 C -1.2433 3.8017 2.8455  0.2065
64 Cl -1.8618 2.8968 1.4410  -0.1580
65 Cl -2.0680 5.3490 2.9383  0.0397
66 Cl -1.5430 2.8722 4.3123  -0.0877
67 Cl 0.4948 4.0492 2.6591  -0.0384
68 C -5.7911 6.6874 3.7964  0.3706
69 Cl -5.5802 4.9668 3.4446  -0.0870
70 Cl -6.3580 6.8806 5.4534  -0.0801
71 Cl -4.2463 7.5368 3.6045  -0.1118
72 Cl -6.9724 7.3716 2.6811  -0.0843
73 C -3.6420 -6.3816 -2.9274  0.3233
74 Cl -2.8146 -7.9086 -3.1984  -0.0827
75 Cl -4.7864 -6.5453 -1.5980  -0.0962
76 Cl -2.4386 -5.1285 -2.5059  -0.1316
77 Cl -4.4802 -5.8673 -4.3830  -0.0705
78 C -5.5966 -1.7991 -4.6100  0.2734
79 Cl -4.9865 -0.1421 -4.6901  -0.1061
80 Cl -7.1036 -1.8326 -3.6957  -0.0906
81 Cl -5.8774 -2.4068 -6.2417  -0.0965
82 Cl -4.4021 -2.8312 -3.8066  0.0244

Calculated values
Charge ... +1
Gap between HOMO and LUMO ... 8.6 eV
LUMO level ... -2.7883 eV

***

Computed, not measured: a structure of composition C18H25ClN2OsS, with ωB97M-V with the def2-TZVPD basis set.

Last column: Mulliken spin population.
Atoms and positions in Å:
1 C 0.5012 0.2638 -5.7306  0.0000
2 C 1.8893 0.8289 -6.1329  0.0000
3 C 0.2772 -1.0839 -6.4665  0.0001
4 C -0.5956 1.2661 -6.1783  0.0001
5 Cl 0.4284 0.0249 -4.0100  0.0004
6 H 0.3168 -0.9739 -7.5716  0.0001
7 H -0.7101 -1.4896 -6.1969  0.0000
8 H 1.0561 -1.8009 -6.1646  0.0000
9 H 1.9767 0.9957 -7.2282  0.0000
10 H 2.6759 0.1208 -5.8297  0.0000
11 H 2.0551 1.7913 -5.6247  0.0000
12 H -0.5822 1.4457 -7.2750  0.0000
13 H -0.4409 2.2306 -5.6706  0.0000
14 H -1.5868 0.8709 -5.9072  0.0000
15 C 1.8842 -1.8051 2.2426  0.0872
16 C 1.2005 -2.7087 1.3630  -0.0339
17 C 1.5384 -2.3297 -0.0079  0.1192
18 H 0.6889 -3.6259 1.6669  -0.0016
19 C 2.4285 -1.1814 0.0514  0.1827
20 C 2.6536 -0.8591 1.4195  0.1649
21 H 3.3411 -0.0948 1.7952  0.0102
22 H 1.9562 -1.9073 3.3300  0.0092
23 H 1.2829 -2.9001 -0.9054  0.0078
24 H 2.9075 -0.7046 -0.8084  0.0183
25 C -1.8071 0.5931 1.6427  0.0903
26 C -1.6987 -0.6310 2.4053  0.0803
27 C -1.7578 -1.7356 1.4838  -0.0816
28 H -1.7259 -0.7149 3.4969  0.0178
29 C -1.9194 -1.1761 0.1551  0.0828
30 C -1.9380 0.2610 0.2625  0.1576
31 H -2.1206 0.9728 -0.5528  0.0180
32 H -1.8779 1.6005 2.0569  0.0024
33 H -1.8730 -2.7887 1.7635  -0.0048
34 H -2.1383 -1.7524 -0.7499  0.0065
35 Os 0.1097 -0.7509 1.2110  2.5138
36 C -0.2662 -0.0661 5.7590  -0.0019
37 N -0.6261 1.1784 5.0284  0.0225
38 C -1.5543 2.1545 5.4685  0.0041
39 C -1.5291 3.1810 4.5523  0.0101
40 N -0.5919 2.7774 3.5768  0.0165
41 C -0.0135 1.5429 3.8558  -0.0020
42 S 1.1783 0.6917 2.9113  0.4987
43 H -0.4534 -0.9654 5.1631  -0.0001
44 H 0.7923 -0.0561 6.0389  0.0036
45 H -0.8662 -0.1207 6.6615  0.0003
46 H -2.0949 2.0157 6.3624  0.0004
47 H -2.0549 4.0920 4.5145  0.0012
48 H -0.3160 3.3231 2.7724  -0.0013

Calculated values
2S+1 ... 5
Charge ... +2
Gap between HOMO and LUMO (spin up / spin down) ... 5.8 / 5.1 eV
LUMO level (spin up / spin down) ... -7.3030 / -9.4401 eV
Expectation value of S² ... 6.026